DFT (ωB97M-V/def2-TZVPD) results for a 2-piece molecular cluster, C10H17N2PS overall.

```
31
Properties=species:S:1:pos:R:3:mulliken_charge:R:1
C 4.733 -2.116 1.622 0.3651
C 5.295 1.238 2.313 -0.1898
C 0.008 -0.072 -4.093 -1.3477
C -0.812 0.234 -2.843 -0.4748
C -0.089 -0.382 -1.618 -0.5167
C -0.667 0.178 -0.348 -1.2856
C 0.115 -0.161 0.919 0.2231
C -0.520 0.234 2.223 -1.2063
C 0.109 -0.304 3.600 -0.7693
C 1.604 0.047 3.642 -0.6687
N 5.565 -2.906 1.607 -0.2895
N 5.935 2.186 2.438 -0.3572
P 3.493 -0.906 1.603 0.2560
S 2.684 -1.403 3.443 -0.0808
H -0.294 -0.939 -4.466 0.3749
H 0.977 0.072 -3.784 0.4464
H -0.293 0.683 -4.837 0.3270
H -1.764 -0.101 -2.929 0.4237
H -0.962 1.361 -2.618 0.3179
H -0.128 -1.398 -1.795 0.3940
H 0.979 -0.026 -1.519 0.2845
H -1.715 -0.272 -0.144 0.2941
H -0.887 1.173 -0.278 0.5658
H 0.197 -1.291 1.171 0.1768
H 1.056 0.323 0.854 0.1586
H -1.528 -0.161 2.384 0.4478
H -0.442 1.248 2.333 0.4476
H -0.014 -1.326 3.491 0.4298
H -0.632 0.016 4.360 0.3698
H 1.654 0.892 2.938 0.4618
H 1.683 0.432 4.635 0.4218
```

* Kohn-Sham gap (spin up / spin down): 0.252 / 0.252 Ha
* lowest unoccupied orbital energy (spin up / spin down): -3.01 / -3.00 eV
* energy relative to the best compared isomer or geometry (same formula, charge and spin): 3.318 eV
* energy: -1240.07791 Eh
* HOMO energy (spin up / spin down): -9.8 / -9.9 eV
* charge: 0
* F_max: 5.8 eV Å⁻¹